Below is a 2-piece molecular cluster, C2H2FNO2 overall at a distorted geometry, with properties calculated with the ωB97M-V functional and the def2-TZVPD basis.

```
8
Properties=species:S:1:pos:R:3:mulliken_charge:R:1
O 2.60538 0.93023 0.39246 -0.3191
C 1.90490 0.23073 -0.19854 0.5981
C 1.29595 -0.38875 -1.18341 -0.3610
F 1.77692 -1.63597 -1.46705 -0.2454
H 0.44586 -0.29382 -1.73433 0.3209
N -2.25838 0.27250 -0.01834 -0.0063
O -1.66386 1.21489 0.43355 -0.2001
H -3.35165 0.24428 -0.11023 0.2128
```

Energy relative to the best compared isomer or geometry (same formula, charge and spin) (eV): 5.719
E_HOMO (alpha / beta) (Eh): -0.33239 / -0.33239
SMILES: O=C=CF.N=O